ORCA calculation (ωB97M-V with the def2-TZVPD basis set) on a 7-piece molecular cluster, C16H49N3O7 overall at a distorted geometry.

Geometry as XYZ:
```
75
Properties=species:S:1:pos:R:3:mulliken_charge:R:1
C 2.7651 2.1473 3.1965 -0.220
O 2.5677 2.8113 1.9671 -0.366
C 2.2866 1.7950 0.9717 -0.218
C 2.1341 2.6051 -0.3841 0.379
C 0.7861 3.2837 -0.3891 -1.360
N 1.9360 1.4753 -1.4048 -0.657
H 3.8387 1.9577 3.1456 0.352
H 2.1706 1.3134 3.3339 -0.231
H 2.4219 2.9950 3.9330 0.236
H 3.1687 1.0526 0.8643 0.261
H 1.4668 1.0738 1.3218 -0.091
H 2.8999 3.2605 -0.6508 0.602
H -0.2049 2.8492 0.0257 0.122
H 0.3465 3.6986 -1.2285 0.515
H 0.8665 4.1651 0.2884 0.357
H 1.9980 1.9130 -2.3701 -0.075
H 2.6342 1.0410 -1.6636 0.182
C 1.6574 1.9070 -5.9746 -1.326
O 0.2390 1.9162 -6.0472 -0.388
C -0.3372 1.1716 -5.0518 0.388
C -1.9005 1.4727 -4.8004 0.083
C -2.0227 2.7716 -4.0194 -1.480
N -2.5062 0.4145 -3.8867 -0.556
H 2.0277 2.3608 -5.1299 0.369
H 2.1289 2.4298 -6.6258 0.534
H 2.0291 1.0388 -6.0315 0.589
H -0.3104 0.0919 -5.2788 0.321
H 0.1854 1.3445 -4.0815 -0.484
H -2.3442 1.2641 -5.7531 0.449
H -2.9328 3.1344 -3.8736 0.500
H -1.5085 3.5661 -4.4078 0.531
H -1.6288 2.8889 -2.9784 0.104
H -2.1067 0.5152 -3.0051 0.236
H -2.7411 -0.4800 -4.2145 0.236
C 2.4979 -1.6212 3.5098 -0.379
O 1.2832 -2.3267 3.8163 -0.368
C 0.2575 -1.4833 4.0998 -0.148
C -1.0373 -2.3107 3.9043 0.229
C -1.2617 -2.6585 2.4356 -1.249
N -2.2014 -1.5985 4.4630 -0.584
H 3.4228 -2.2709 3.9232 0.220
H 2.4653 -0.6931 4.0484 0.390
H 2.6453 -1.5316 2.3817 -0.106
H 0.4392 -1.0960 5.0732 0.507
H 0.3698 -0.5895 3.2268 -0.191
H -0.9136 -3.1689 4.7670 0.324
H -0.3964 -2.9071 1.6876 0.153
H -1.7730 -1.8893 1.7945 0.094
H -1.8660 -3.5217 2.3325 0.562
H -1.8041 -1.3541 5.4463 0.269
H -2.9074 -2.1723 4.6756 0.212
C 3.0973 -3.5158 0.1003 -0.143
O 3.9348 -3.3291 -0.9910 -0.480
H 2.0737 -2.9915 -0.0176 -0.074
H 3.3225 -2.9809 1.0463 0.052
H 2.8473 -4.5292 0.4207 0.343
H 4.1266 -4.2737 -1.1225 0.354
C -4.0268 -2.8746 -0.4636 -0.597
O -5.1800 -3.1470 0.1646 -0.555
H -3.9544 -1.8068 -0.7231 0.445
H -3.8438 -3.6596 -1.1634 0.286
H -3.5100 -2.7976 0.3194 0.149
H -5.5798 -2.2107 0.1349 0.340
C -1.6922 1.5526 2.8355 -0.673
O -2.6830 0.9806 3.6763 -0.581
H -0.6783 1.5905 3.2490 0.209
H -2.1055 2.4665 2.6985 0.574
H -1.5934 1.2054 1.8411 0.117
H -2.5926 0.0802 3.5200 0.350
C -0.6784 -0.9531 -1.0981 -0.337
O -0.5121 0.3765 -1.6052 -0.334
H -0.8259 -0.9018 -0.0455 -0.018
H 0.0772 -1.7136 -1.4674 0.259
H -1.6599 -1.2706 -1.3381 0.161
H 0.4052 0.6509 -1.3541 0.325
```

Output
ΔE to the lowest compared entry with this formula, charge and spin, eV: 11.148
Highest occupied orbital energy, eV: -8.30
SMILES string: COC[C@H](C)N.COC[C@H](C)N.COC[C@H](C)N.CO.CO.CO.CO
Net charge: 0
Gap between HOMO and LUMO, eV: 8.73



ORCA calculation (ωB97M-V with the def2-TZVPD basis set) on a 8-piece molecular cluster, C16H49N8O8 overall at a distorted geometry.

Geometry as XYZ:
```
81
Properties=species:S:1:pos:R:3:mulliken_charge:R:1
C 0.1454 0.5697 0.4682 0.172
O -0.2641 1.8642 0.2397 -0.927
H -0.2727 -0.0103 -0.3545 -0.473
H 1.2288 0.4596 0.4221 0.309
H -0.1212 0.2557 1.4774 0.041
C -4.0285 0.5203 3.7802 -1.329
C -2.9170 0.2394 2.7235 0.847
O -2.6480 1.3778 1.9495 -0.546
H -4.6995 -0.2904 4.0641 0.327
H -4.5870 1.4293 3.5570 0.355
H -3.6222 0.6895 4.7774 0.274
H -3.2516 -0.5337 2.0318 0.143
H -2.0427 -0.1169 3.2682 -0.299
H -1.8315 1.2596 1.4586 0.272
C 0.6288 1.2404 4.2656 -0.271
C 1.6136 1.8063 5.3256 -0.346
O 2.5679 0.7520 5.5933 -0.526
H -0.2325 1.8949 4.3990 0.283
H 0.2865 0.2056 4.2562 0.090
H 1.0782 1.3843 3.2830 -0.053
H 1.2139 2.1736 6.2709 0.393
H 2.2013 2.5953 4.8562 0.161
H 3.0604 1.1453 6.3174 0.289
C -1.6999 2.1956 -3.4047 0.410
O -1.5922 3.1439 -2.6497 -0.577
N -1.5811 0.9511 -2.9412 -0.187
N -1.7236 2.3064 -4.6912 -0.329
H -1.4546 0.8281 -1.9467 0.045
H -2.0403 0.2541 -3.5099 0.225
H -1.6111 1.5629 -5.3656 0.114
H -1.8801 3.2717 -4.9436 0.239
C 2.8958 3.6511 1.6094 0.566
O 2.0235 4.3055 1.0792 -0.647
N 3.7341 4.1560 2.4155 -0.520
N 2.9497 2.4274 1.3026 -0.223
H 3.3875 5.0314 2.7812 0.286
H 4.0633 3.4560 3.0649 0.220
H 2.1670 2.0163 0.8142 0.057
H 3.6986 1.8433 1.6462 0.170
C 2.1844 3.1066 -2.4983 0.672
O 1.2055 3.7960 -2.5593 -0.624
N 3.3763 3.6693 -2.5370 -0.442
N 2.2073 1.8357 -2.2072 0.008
H 4.1634 3.0840 -2.2964 0.108
H 3.4934 4.6626 -2.6777 0.232
H 3.1293 1.4233 -2.1991 0.188
H 1.3616 1.2897 -2.1245 -0.180
C -0.4391 -2.3707 -2.9844 -1.074
C 0.8464 -1.8444 -3.6790 0.492
C 0.6143 -1.0587 -4.9784 0.326
O 0.1168 -2.0225 -5.9487 -0.342
C -0.1466 -1.3807 -7.1669 -0.720
N 1.6110 -1.1752 -2.6381 -0.418
H -1.2209 -1.6114 -3.0000 0.206
H -0.1489 -2.6949 -1.9850 0.214
H -0.8064 -3.2960 -3.4284 0.385
H 1.4727 -2.7095 -3.8970 0.361
H 1.4978 -0.5044 -5.2948 0.442
H -0.1701 -0.3117 -4.8560 -0.676
H -0.7985 -0.5080 -7.1294 0.237
H -0.5658 -2.1185 -7.8510 0.282
H 0.7476 -1.0480 -7.6940 0.304
H 2.1571 -1.8552 -2.1287 0.297
H 0.9177 -0.8729 -1.9686 -0.171
C -2.7569 -3.4490 2.9468 -1.199
C -2.3741 -3.7178 1.4494 0.421
C -0.9679 -3.0014 1.1857 -0.415
O 0.0283 -3.5534 2.0772 -0.493
C 0.7861 -2.5615 2.7252 -0.320
N -2.1945 -5.1570 1.4137 -0.893
H -2.0502 -4.0533 3.5156 0.473
H -3.7793 -3.6402 3.2727 0.298
H -2.5654 -2.4008 3.1763 0.014
H -3.0862 -3.3610 0.7053 0.415
H -1.0015 -1.9517 0.8939 0.179
H -0.5636 -3.4357 0.2714 0.295
H 1.4482 -2.0479 2.0281 0.243
H 1.4693 -2.7374 3.5562 0.321
H 0.0123 -1.8291 2.9552 -0.089
H -1.2587 -5.3544 1.7384 0.315
H -2.7951 -5.5455 2.1268 0.292
```

Output
ΔE to the lowest compared entry with this formula, charge and spin, eV: 0.000
Highest occupied orbital energy, eV: -3.24
Net charge: -1
Gap between HOMO and LUMO, eV: 5.73



ORCA calculation (ωB97M-V with the def2-TZVPD basis set) on a 8-piece molecular cluster, C16H50ClN4O11 overall at a distorted geometry.

Geometry as XYZ:
```
82
Properties=species:S:1:pos:R:3:mulliken_charge:R:1
Cl 0.4204 -0.2074 -0.9453 1.363
O 1.4047 0.3211 -0.0788 -0.582
O 0.2945 0.6046 -2.1195 -0.596
O 0.7008 -1.6005 -1.1527 -0.570
O -0.9480 -0.0515 -0.3717 -0.709
O -1.9308 1.0053 -3.9261 -0.631
H -1.3936 1.1216 -4.7097 0.276
H -1.2991 0.8625 -3.2212 0.308
O -3.6736 0.8097 -1.0527 -0.662
H -3.3026 0.4566 -1.8614 0.303
H -2.9995 0.6536 -0.3913 0.355
O 3.6965 -0.2055 -2.6191 -0.701
H 3.4713 -0.9631 -3.1591 0.294
H 2.9067 -0.0327 -2.1067 0.388
C 3.2085 -3.5409 4.6628 -1.388
C 3.0713 -3.7175 3.1524 0.454
C 1.8873 -2.9289 2.6040 -0.202
O 0.6115 -3.5892 2.7825 -0.436
C -0.5168 -2.9125 2.2385 -0.342
N 4.3186 -3.2921 2.5326 -0.750
H 2.4106 -3.9715 5.2679 0.322
H 3.1416 -2.4752 4.8821 0.235
H 4.1512 -3.8963 5.0789 0.378
H 2.9881 -4.7792 2.9201 0.308
H 2.0978 -2.7846 1.5443 0.204
H 1.8347 -1.8545 2.7803 0.141
H -0.6389 -1.8893 2.5936 0.262
H -1.3558 -3.5859 2.4142 0.270
H -0.4181 -2.9711 1.1545 0.062
H 4.4309 -2.2884 2.5443 0.254
H 4.3262 -3.5417 1.5539 0.283
C -1.3536 -3.6794 -3.4683 -1.196
C -1.8953 -4.4239 -2.2388 0.644
C -1.8325 -5.9476 -2.2283 -0.848
O -2.3144 -6.5760 -3.4176 -0.394
C -3.7068 -6.5478 -3.5918 -0.696
N -1.2913 -3.9197 -1.1258 -0.358
H -1.1560 -2.6262 -3.2685 0.272
H -2.0914 -3.5895 -4.2656 0.350
H -0.4535 -4.1116 -3.9055 0.301
H -2.9065 -4.1199 -1.9682 0.103
H -2.4855 -6.1924 -1.3906 0.398
H -0.8158 -6.2247 -1.9498 0.406
H -3.9584 -7.4326 -4.1766 0.266
H -4.1884 -5.6957 -4.0715 0.255
H -4.2141 -6.6413 -2.6316 0.319
H -0.3214 -4.1633 -0.9846 0.184
H -1.3239 -2.9105 -1.1014 -0.022
C 1.5135 2.1504 4.4338 -1.463
C 0.6988 2.9035 3.3513 0.933
C 0.5854 4.4081 3.6659 -1.133
O -0.3272 5.0236 2.6353 -0.151
C -1.5765 5.3997 3.1586 -0.850
N 1.5312 2.7068 2.1936 -0.768
H 2.4979 2.5430 4.6884 0.364
H 1.5045 1.0632 4.3570 0.273
H 1.0670 2.4633 5.3776 0.409
H -0.3143 2.5089 3.2746 0.230
H 1.5065 4.9901 3.6964 0.321
H 0.1696 4.5071 4.6686 0.509
H -2.2162 5.6851 2.3235 0.256
H -1.3922 6.0885 3.9830 0.334
H -2.1520 4.5807 3.5901 0.316
H 1.2580 1.8013 1.8393 0.303
H 1.1647 3.2584 1.4310 0.072
C 0.7916 5.4432 -0.6108 -1.588
C 0.4681 4.0050 -1.0313 0.756
C -0.7729 3.9510 -2.0024 -0.798
O -0.5299 4.6179 -3.2176 -0.356
C -1.5460 4.4256 -4.1907 -0.527
N 1.6461 3.4780 -1.6193 -0.655
H -0.0214 5.9317 -0.0736 0.289
H 0.9730 5.9543 -1.5563 0.460
H 1.6525 5.6645 0.0200 0.312
H 0.2166 3.4359 -0.1363 0.193
H -1.5540 4.5003 -1.4768 0.484
H -1.0558 2.9135 -2.1801 0.260
H -1.4084 4.9824 -5.1176 0.286
H -2.4830 4.6470 -3.6797 0.317
H -1.5228 3.4470 -4.6701 0.047
H 1.4941 4.0550 -2.4342 0.441
H 1.5457 2.5124 -1.8980 0.251
```

Output
ΔE to the lowest compared entry with this formula, charge and spin, eV: 3.038
Highest occupied orbital energy, eV: -6.49
Net charge: -1
Gap between HOMO and LUMO, eV: 9.16



Q: gap between HOMO and LUMO of number 1 (C16H49N3O7)?
A: 8.73 eV



Q: The lowest ΔE to the lowest compared entry with this formula, charge and spin belongs to which entry?
A: C16H49N8O8